Record 1
C4H3ClO2 as an isolated structure in a non-equilibrium geometry. Source: the OMol25 dataset; level of theory: ωB97M-V/def2-TZVPD.

Geometry as XYZ:
```
10
Properties=species:S:1:pos:R:3
C 0.06 0.70 -0.06
C -1.29 0.22 0.31
C -0.92 -1.20 -0.09
C 0.89 -0.38 -0.08
H 1.64 1.75 -0.55
H -2.22 0.84 0.54
H -1.62 -1.92 0.02
O 0.58 1.92 -0.09
O 0.23 -1.54 -0.14
Cl 2.64 -0.41 0.13
```

Output
Frontier orbital gap ... 8.770 eV
E_tot ... -764.74649 Eh
E_LUMO ... 0.54 eV
Energy relative to the best compared isomer or geometry (same formula, charge and spin) ... 347.7 kJ/mol

These are the Mulliken partial charges, in e, on atoms 1 to 6: C 0.7591; C -0.5476; C -0.2446; C -0.0665; H 0.3547; H 0.3150

Record 2
C38H42N3NiO4S as an isolated structure. Source: the OMol25 dataset; level of theory: ωB97M-V/def2-TZVPD.

Geometry as XYZ:
```
89
Properties=species:S:1:pos:R:3
Ni 1.17 0.08 0.13
C 0.34 -0.67 5.31
C -0.25 -0.45 3.91
C -1.59 0.28 3.99
C -0.35 -1.78 3.17
C -1.27 -2.73 3.59
C -1.37 -3.95 2.94
C -0.55 -4.21 1.85
C 0.38 -3.28 1.40
C 1.25 -3.57 0.20
C 0.53 -4.37 -0.88
C 2.55 -4.25 0.63
C 0.48 -2.07 2.09
N 1.41 -1.08 1.65
C 2.60 -1.03 2.26
O 3.02 -1.68 3.22
C 3.47 0.01 1.61
C 4.77 0.33 1.96
C 5.42 1.31 1.21
C 4.77 1.93 0.15
C 3.48 1.54 -0.13
N 2.88 0.60 0.59
C 2.61 2.05 -1.25
O 3.02 2.93 -2.01
N 1.43 1.42 -1.24
C 0.48 1.80 -2.24
C -0.19 3.02 -2.10
C -1.12 3.39 -3.07
C -1.39 2.55 -4.15
C -0.71 1.35 -4.27
C 0.23 0.96 -3.32
C 1.01 -0.33 -3.49
C 0.20 -1.45 -4.13
C 2.30 -0.06 -4.27
C 0.07 3.96 -0.93
C -1.20 4.25 -0.13
C 0.73 5.25 -1.41
H 0.46 0.28 5.83
H 1.31 -1.16 5.25
H -0.33 -1.30 5.91
H 0.44 0.18 3.35
H -2.34 -0.31 4.53
H -1.99 0.48 2.99
H -1.48 1.23 4.51
H -1.91 -2.53 4.44
H -2.09 -4.69 3.27
H -0.65 -5.16 1.33
H 1.51 -2.60 -0.24
H 0.37 -5.41 -0.57
H 1.13 -4.40 -1.79
H -0.43 -3.93 -1.12
H 2.34 -5.25 1.02
H 3.06 -3.69 1.41
H 3.23 -4.36 -0.22
H 5.22 -0.17 2.80
H 6.44 1.59 1.46
H 5.23 2.70 -0.46
H -1.64 4.34 -2.99
H -2.12 2.84 -4.89
H -0.92 0.70 -5.11
H 1.30 -0.66 -2.49
H 0.00 -1.25 -5.19
H -0.75 -1.59 -3.61
H 0.76 -2.39 -4.07
H 2.07 0.20 -5.31
H 2.95 -0.94 -4.27
H 2.86 0.78 -3.84
H 0.76 3.45 -0.26
H -1.93 4.80 -0.74
H -0.97 4.86 0.74
H -1.68 3.33 0.21
H 0.06 5.80 -2.08
H 1.65 5.03 -1.95
H 0.97 5.90 -0.56
O -7.09 1.07 -0.48
C -6.41 0.41 0.49
O -7.01 0.00 1.45
C -4.95 0.21 0.26
C -4.22 0.94 -0.68
C -2.88 0.66 -0.91
C -2.24 -0.37 -0.22
S -0.62 -0.91 -0.69
C -2.96 -1.07 0.75
C -4.30 -0.78 0.98
H -6.49 1.27 -1.21
H -4.67 1.76 -1.23
H -2.32 1.22 -1.65
H -2.46 -1.86 1.30
H -4.87 -1.34 1.72
```

Output
Frontier orbital gap ... 7.330 eV
Total charge ... -1
E_tot ... -3845.20869 Eh
E_LUMO ... 2.26 eV
Energy relative to the best compared isomer or geometry (same formula, charge and spin) ... 0.0 kJ/mol

These are the Mulliken partial charges, in e, on atoms 1 to 6: Ni -1.3449; C -1.6249; C 0.7501; C -1.4589; C 1.1367; C -0.4820

Record 3
C4H6ClFN3O2 as an isolated structure in a non-equilibrium geometry. Source: the OMol25 dataset; level of theory: ωB97M-V/def2-TZVPD.

Geometry as XYZ:
```
17
Properties=species:S:1:pos:R:3
C -0.52 0.42 0.26
H 1.22 0.17 1.40
Cl -1.39 -0.26 -2.61
C 0.85 -0.23 0.12
C -1.70 -0.40 0.70
H -2.58 -0.20 0.07
H -1.42 -1.45 0.87
H -2.05 -0.02 1.67
C -0.82 1.72 -0.34
N -1.20 2.71 -0.80
N 1.80 0.56 -0.78
O 2.57 -0.10 -1.45
O 1.93 1.75 -0.60
N 0.82 -1.61 -0.05
H 1.34 -2.11 0.66
H 1.10 -1.96 -0.98
F 0.05 1.02 1.88
```

Output
Frontier orbital gap ... 7.609 eV
Total charge ... -1
E_tot ... -1030.71866 Eh
E_LUMO ... 2.95 eV

These are the Mulliken partial charges, in e, on atoms 1 to 6: C 1.3919; H 0.4202; Cl -0.7166; C -0.6553; C -1.3707; H 0.3011

| no. | HOMO energy (Ha) |
| --- | --- |
| 1 | -0.3025 |
| 2 | -0.1865 |
| 3 | -0.1712 |